1.
# C31H61O30

A 10-piece molecular cluster, C31H61O30 overall at a distorted geometry (ωB97M-V/def2-TZVPD, the OMol25 dataset).

Each line ends with the Löwdin charge.
Element x y z (Å)
1 C 1.3883 -1.9069 0.0245  -0.05
2 C 1.1415 -0.5368 0.5579  -0.41
3 O 1.8837 0.4100 -0.2256  -0.05
4 C -0.3456 -0.1557 0.6007  -0.07
5 C -1.2561 -1.2341 0.0358  -0.76
6 O -1.5196 -2.2028 0.8214  -0.09
7 O -1.6246 -1.0722 -1.1282  -0.05
8 H 2.4435 -2.1120 0.0796  0.07
9 H 1.0982 -1.9857 -1.0038  0.09
10 H 0.8849 -2.6587 0.5909  0.06
11 H 1.5401 -0.4835 1.5502  0.13
12 H 1.9089 0.0564 -1.1121  0.07
13 H -0.4530 0.7407 0.0317  0.09
14 H -0.6501 0.0421 1.6093  0.10
15 C -7.5288 -0.7939 -4.0315  -0.05
16 O -6.4694 -1.6055 -3.5295  -0.02
17 C -6.0323 -1.2365 -2.3120  -0.63
18 O -6.4868 -0.3151 -1.6809  0.11
19 O -5.0612 -2.0445 -1.9619  0.03
20 C -4.4788 -1.7745 -0.6676  -0.02
21 H -7.7823 -1.1868 -5.0121  0.08
22 H -8.3990 -0.8477 -3.3796  0.10
23 H -7.2072 0.2409 -4.1296  0.10
24 H -5.2380 -1.8849 0.1086  0.10
25 H -4.0473 -0.7815 -0.6519  0.08
26 H -3.6805 -2.4892 -0.5096  0.08
27 C 0.0090 -5.2785 2.5039  -0.01
28 O 1.1181 -5.9888 3.0855  0.01
29 C 1.5531 -5.4850 4.2283  -0.64
30 O 1.0943 -4.5482 4.8229  0.13
31 O 2.6058 -6.2082 4.6324  -0.01
32 C 3.1660 -5.7637 5.8665  -0.05
33 H -0.2410 -5.8008 1.5873  0.10
34 H -0.8436 -5.2914 3.1776  0.10
35 H 0.2768 -4.2527 2.2702  0.09
36 H 2.4375 -5.8403 6.6716  0.09
37 H 3.5151 -4.7364 5.7855  0.10
38 H 4.0096 -6.4157 6.0764  0.08
39 C -2.2399 2.8049 -2.5585  -0.02
40 O -1.0111 3.1435 -1.9090  0.02
41 C -0.6626 4.4119 -2.0091  -0.63
42 O -1.2781 5.2814 -2.5781  0.10
43 O 0.4892 4.5856 -1.3664  0.02
44 C 0.9756 5.9256 -1.3790  -0.04
45 H -2.3973 1.7448 -2.3804  0.09
46 H -3.0630 3.3753 -2.1333  0.10
47 H -2.1676 2.9933 -3.6278  0.09
48 H 0.2693 6.5961 -0.8939  0.09
49 H 1.1681 6.2612 -2.3968  0.09
50 H 1.9050 5.9183 -0.8186  0.09
51 C 2.9603 7.7886 -7.6317  -0.05
52 O 1.6427 7.2498 -7.5442  0.00
53 C 0.9764 7.6180 -6.4483  -0.63
54 O 1.3984 8.3442 -5.5879  0.12
55 O -0.2186 7.0481 -6.4802  0.01
56 C -1.0502 7.3475 -5.3507  -0.02
57 H 3.3786 7.4107 -8.5594  0.09
58 H 2.9310 8.8759 -7.6581  0.09
59 H 3.5685 7.4564 -6.7934  0.10
60 H -1.2447 8.4166 -5.2945  0.10
61 H -0.5935 6.9981 -4.4289  0.08
62 H -1.9800 6.8125 -5.5088  0.10
63 C 6.7176 -1.8780 -0.9886  -0.04
64 O 7.2218 -2.6726 0.0885  0.00
65 C 6.3409 -3.5545 0.5575  -0.63
66 O 5.2289 -3.7238 0.1424  0.13
67 O 6.9039 -4.2101 1.5706  0.00
68 C 6.0413 -5.1799 2.1690  -0.04
69 H 7.5246 -1.2092 -1.2713  0.09
70 H 6.4466 -2.5062 -1.8340  0.10
71 H 5.8548 -1.2988 -0.6679  0.10
72 H 5.7546 -5.9388 1.4450  0.10
73 H 5.1519 -4.7026 2.5711  0.10
74 H 6.6109 -5.6351 2.9733  0.09
75 C -0.5579 8.3673 2.4131  -0.03
76 O 0.7132 8.4450 1.7630  0.00
77 C 1.6131 9.1862 2.3971  -0.63
78 O 1.4446 9.7766 3.4307  0.12
79 O 2.7398 9.1647 1.6884  0.01
80 C 3.8057 9.9221 2.2599  -0.04
81 H -1.1767 7.7341 1.7859  0.09
82 H -0.4571 7.9193 3.3985  0.10
83 H -1.0066 9.3546 2.4959  0.10
84 H 4.0707 9.5332 3.2404  0.10
85 H 3.5316 10.9718 2.3398  0.10
86 H 4.6472 9.8135 1.5832  0.09
87 C -6.6493 -3.7465 -5.8879  -0.03
88 O -6.9514 -4.6604 -6.9526  0.01
89 C -7.7066 -4.1481 -7.9109  -0.63
90 O -8.1491 -3.0304 -7.9508  0.12
91 O -7.9053 -5.0895 -8.8364  0.00
92 C -8.7107 -4.6640 -9.9336  -0.05
93 H -6.0406 -4.2882 -5.1732  0.10
94 H -6.0913 -2.8924 -6.2622  0.10
95 H -7.5621 -3.4145 -5.4031  0.08
96 H -8.2419 -3.8331 -10.4563  0.10
97 H -9.7023 -4.3731 -9.5938  0.10
98 H -8.7878 -5.5183 -10.5992  0.09
99 C 5.7563 -9.6010 7.4494  -0.03
100 O 6.9904 -9.1457 8.0116  0.01
101 C 7.2594 -7.8676 7.7645  -0.63
102 O 6.5694 -7.1133 7.1335  0.12
103 O 8.4229 -7.5670 8.3340  0.01
104 C 8.8336 -6.2113 8.1407  -0.04
105 H 5.6684 -10.6465 7.7260  0.09
106 H 4.9186 -9.0413 7.8587  0.10
107 H 5.7699 -9.5073 6.3661  0.10
108 H 8.1092 -5.5253 8.5732  0.10
109 H 8.9610 -5.9958 7.0824  0.10
110 H 9.7853 -6.1104 8.6523  0.09
111 C -2.5460 2.9545 5.2404  -0.05
112 O -2.6759 2.6530 3.8551  0.01
113 C -3.8527 2.1216 3.5196  -0.63
114 O -4.7655 1.9197 4.2788  0.11
115 O -3.8374 1.8715 2.2222  0.02
116 C -5.0385 1.2859 1.7093  -0.02
117 H -1.5519 3.3731 5.3647  0.09
118 H -3.2932 3.6834 5.5494  0.09
119 H -2.6403 2.0527 5.8415  0.10
120 H -5.8818 1.9579 1.8552  0.10
121 H -5.2325 0.3290 2.1867  0.10
122 H -4.8813 1.1297 0.6474  0.08

Values from the calculation:
- charge = -1
- orbital gap (eV) = 6.512
- molecular weight (g/mol) = 913.799
- energy (eV) = -94563.495
- highest occupied orbital energy (eV) = -4.728


2.
# C31H62B2ClFIN4O39S9

A 10-piece molecular cluster, C31H62B2ClFIN4O39S9 overall at a distorted geometry (ωB97M-V/def2-TZVPD, the OMol25 dataset).

Each line ends with the Löwdin charge.
Element x y z (Å)
1 C 4.2054 1.0962 1.2194  -0.02
2 O 3.8817 -0.2804 1.5077  0.04
3 B 2.5600 -0.4906 1.7761  -0.72
4 O 1.9587 0.3355 2.6980  0.16
5 C 1.7573 -1.6141 0.9892  -0.32
6 C 1.3121 -0.8073 -0.2870  -0.10
7 C 2.3896 -0.6508 -1.3613  -0.25
8 C 1.8997 0.3174 -2.4486  -0.55
9 Cl 0.7993 -0.5612 -3.5515  0.58
10 C 2.5113 -2.9181 0.6929  -0.07
11 B 3.6401 -3.4494 1.7069  -0.49
12 C 4.8245 -4.3081 1.1168  0.03
13 O 3.5996 -3.2369 3.0449  0.12
14 N 1.3768 -3.8114 0.3476  0.07
15 C 1.6111 -5.1882 -0.0403  -0.06
16 C 1.8979 -5.2497 -1.5486  -0.36
17 C 3.1958 -5.8766 -2.0575  -0.01
18 N 1.0553 -4.7424 -2.3568  0.15
19 C 0.2473 -3.3010 0.8052  -0.39
20 N -1.0295 -3.5790 0.6299  0.14
21 C -1.4869 -4.6836 -0.2197  -0.12
22 C -2.8095 -4.2421 -0.9031  -0.17
23 F -2.8155 -4.7610 -2.1801  -0.03
24 N 0.5139 -2.1500 1.5932  -0.38
25 I 0.4795 -2.5503 3.6066  1.22
26 H 4.3766 1.6515 2.1399  0.10
27 H 3.4307 1.5452 0.6010  0.09
28 H 5.1466 1.0937 0.6719  0.10
29 H 1.0101 0.3673 2.5043  0.10
30 H 1.0670 0.2013 0.0731  0.12
31 H 0.3921 -1.2012 -0.7245  0.12
32 H 3.3559 -0.3095 -0.9935  0.12
33 H 2.4994 -1.6114 -1.8695  0.09
34 H 1.4111 1.1843 -2.0067  0.08
35 H 2.7470 0.6838 -3.0217  0.08
36 H 3.0704 -2.8606 -0.2486  0.15
37 H 4.8926 -5.1836 1.7693  0.05
38 H 4.6157 -4.5892 0.0879  0.06
39 H 5.7362 -3.7128 1.2398  0.07
40 H 4.3695 -3.6370 3.4704  0.13
41 H 2.4696 -5.6587 0.4417  0.10
42 H 0.7720 -5.8619 0.1163  0.13
43 H 3.7694 -5.0513 -2.4870  0.09
44 H 2.9586 -6.5340 -2.8925  0.09
45 H 3.7694 -6.3788 -1.2817  0.06
46 H 1.3679 -4.8565 -3.3201  0.07
47 H -1.6820 -2.9738 1.1063  0.16
48 H -1.7341 -5.5392 0.4119  0.13
49 H -0.8056 -4.9240 -1.0313  0.09
50 H -3.6949 -4.5294 -0.3393  0.13
51 H -2.7472 -3.1562 -1.0243  0.12
52 C -2.4708 1.8308 -5.4765  -0.16
53 C -1.0376 2.2838 -5.5639  -0.17
54 O -1.1092 3.7188 -5.5311  -0.18
55 S -2.3492 4.1721 -4.6248  0.60
56 O -1.8714 4.4795 -3.3235  -0.23
57 O -3.1527 5.0671 -5.3706  -0.21
58 O -3.0888 2.7428 -4.5584  -0.21
59 H -2.9807 1.9203 -6.4376  0.14
60 H -2.5587 0.8093 -5.1154  0.14
61 H -0.5459 1.9513 -6.4735  0.14
62 H -0.4704 1.9429 -4.6957  0.10
63 C -4.9341 2.2259 -1.4815  -0.15
64 C -6.3040 2.8584 -1.6511  -0.17
65 O -7.1774 1.7538 -1.8793  -0.26
66 S -6.6648 0.4751 -1.0804  0.60
67 O -7.3685 0.3772 0.1472  -0.21
68 O -6.5767 -0.6169 -1.9818  -0.22
69 O -5.1861 1.0112 -0.7559  -0.19
70 H -4.4944 1.9637 -2.4458  0.12
71 H -4.2430 2.8599 -0.9322  0.13
72 H -6.3418 3.5602 -2.4809  0.14
73 H -6.6332 3.3610 -0.7419  0.11
74 C 6.2648 -8.3776 3.7514  -0.14
75 C 5.7596 -9.7317 3.3068  -0.14
76 O 4.6217 -9.4312 2.4802  -0.18
77 S 4.8652 -8.0520 1.7204  0.59
78 O 5.3343 -8.3218 0.4112  -0.20
79 O 3.7416 -7.2077 1.9619  -0.25
80 O 6.0909 -7.5321 2.5986  -0.19
81 H 5.6609 -7.9743 4.5666  0.12
82 H 7.3089 -8.3994 4.0502  0.14
83 H 5.4691 -10.3644 4.1400  0.14
84 H 6.4966 -10.2535 2.6936  0.14
85 C -7.4238 7.0606 -0.8015  -0.14
86 C -7.9600 7.1338 0.6077  -0.15
87 O -7.0647 6.3217 1.3894  -0.18
88 S -5.5850 6.4418 0.7881  0.61
89 O -4.8740 7.4224 1.5325  -0.23
90 O -5.0574 5.1413 0.5815  -0.21
91 O -5.9873 7.0803 -0.6246  -0.19
92 H -7.7265 6.1366 -1.2951  0.11
93 H -7.7318 7.9049 -1.4122  0.14
94 H -8.9807 6.7698 0.6787  0.14
95 H -7.9066 8.1485 1.0077  0.14
96 C 0.0695 -7.4159 4.9434  -0.16
97 C 0.7640 -6.0908 4.7136  -0.21
98 O 1.5875 -5.9076 5.8683  -0.19
99 S 2.0937 -7.3387 6.3965  0.61
100 O 3.3986 -7.5750 5.8894  -0.22
101 O 1.7937 -7.4375 7.7742  -0.20
102 O 1.0638 -8.2406 5.5615  -0.18
103 H -0.7698 -7.3119 5.6341  0.14
104 H -0.2785 -7.8709 4.0196  0.14
105 H 0.0659 -5.2628 4.6043  0.05
106 H 1.4164 -6.1328 3.8359  0.12
107 C -1.6615 9.3028 0.1822  -0.15
108 C -2.1761 8.5020 1.3568  -0.17
109 O -0.9908 8.1790 2.1106  -0.18
110 S 0.0689 9.3702 1.9690  0.60
111 O -0.0259 10.2158 3.0996  -0.20
112 O 1.3090 8.8153 1.5518  -0.23
113 O -0.6067 10.1101 0.7231  -0.18
114 H -1.2365 8.6544 -0.5876  0.13
115 H -2.4289 9.9315 -0.2605  0.14
116 H -2.6929 7.6037 1.0512  0.11
117 H -2.8321 9.0992 1.9902  0.13
118 C 9.6582 -1.4097 0.5145  -0.16
119 C 9.1851 -1.7795 1.9045  -0.16
120 O 8.2185 -2.8197 1.6881  -0.20
121 S 8.6441 -3.6806 0.4005  0.60
122 O 9.3268 -4.8401 0.8401  -0.20
123 O 7.5342 -3.7372 -0.4803  -0.22
124 O 9.7196 -2.6559 -0.1924  -0.18
125 H 8.9396 -0.7630 0.0067  0.13
126 H 10.6334 -0.9310 0.5205  0.14
127 H 8.7330 -0.9432 2.4300  0.14
128 H 9.9981 -2.1901 2.5064  0.14
129 C -11.5659 3.8057 -3.5905  -0.15
130 C -12.1200 3.8849 -2.1842  -0.16
131 O -11.2679 3.0267 -1.4152  -0.17
132 S -9.7831 3.0661 -2.0159  0.63
133 O -9.0133 3.9999 -1.2518  -0.23
134 O -9.3468 1.7451 -2.2455  -0.19
135 O -10.1419 3.7580 -3.4155  -0.18
136 H -11.8798 2.8900 -4.0945  0.14
137 H -11.8438 4.6644 -4.1954  0.14
138 H -13.1519 3.5524 -2.1196  0.14
139 H -12.0389 4.8971 -1.7812  0.13
140 C 2.2676 7.0177 -1.1234  -0.16
141 C 3.3795 6.6500 -0.1706  -0.16
142 O 4.0749 5.5849 -0.8388  -0.20
143 S 4.0094 5.8109 -2.4245  0.59
144 O 5.2111 6.4245 -2.8536  -0.21
145 O 3.5288 4.6112 -3.0146  -0.24
146 O 2.8469 6.9070 -2.4338  -0.18
147 H 1.4393 6.3084 -1.0583  0.14
148 H 1.8955 8.0237 -0.9554  0.12
149 H 3.0090 6.3229 0.7961  0.13
150 H 4.0744 7.4798 -0.0309  0.14

Values from the calculation:
- charge = +1
- orbital gap (eV) = 8.579
- molecular weight (g/mol) = 1606.408
- energy (eV) = -241164.676
- highest occupied orbital energy (eV) = -11.951